# 1
Molecular formula: C33H30ClN2PRuS2
Method: DFT, ωB97M-V/def2-TZVPD

XYZ file:
```
70
C33H30ClN2PRuS2 ωB97M-V/def2-TZVPD
Ru -0.081 -0.137 0.107
C -0.381 -0.227 4.510
C 0.880 0.228 4.876
C 1.843 0.425 3.907
C 1.568 0.208 2.551
C 0.247 -0.125 2.163
C -0.681 -0.403 3.167
C 2.628 0.219 1.535
C 4.002 0.335 1.846
C 4.938 0.270 0.857
C 4.537 0.067 -0.483
C 5.441 -0.010 -1.560
C 4.988 -0.232 -2.834
C 3.613 -0.404 -3.074
C 2.713 -0.331 -2.046
C 3.149 -0.068 -0.731
N 2.240 0.026 0.277
H -1.125 -0.437 5.268
H 1.120 0.398 5.917
H 2.834 0.736 4.214
H -1.671 -0.756 2.904
H 4.313 0.467 2.871
H 5.993 0.356 1.083
H 6.501 0.098 -1.365
H 5.687 -0.286 -3.658
H 3.265 -0.581 -4.083
H 1.650 -0.456 -2.218
Cl 2.363 3.491 -1.996
C 0.733 3.093 -2.395
C 0.308 3.273 -3.692
C -1.042 3.142 -4.013
C -1.976 2.874 -3.011
C -1.557 2.642 -1.729
C -0.173 2.700 -1.361
C 0.234 2.424 -0.049
H 1.032 3.549 -4.446
H -1.364 3.284 -5.035
H -3.030 2.828 -3.247
H -2.279 2.431 -0.952
H -0.503 2.524 0.738
H 1.260 2.621 0.224
S -0.991 -0.979 -3.138
C -0.956 -0.367 -1.694
C 1.017 -3.262 -1.044
P 0.143 -2.474 0.346
C -1.467 -3.323 0.380
C 1.004 -3.162 1.795
H 1.012 -4.345 -0.918
H 2.047 -2.904 -1.080
H 0.521 -3.002 -1.979
H -1.327 -4.393 0.535
H -1.977 -3.157 -0.569
H -2.080 -2.915 1.185
H 1.013 -4.250 1.723
H 0.495 -2.863 2.709
H 2.030 -2.794 1.830
S -4.218 1.983 2.221
C -2.620 1.501 1.802
N -2.501 0.624 0.860
C -3.750 0.247 0.378
C -4.022 -0.672 -0.637
C -5.333 -0.913 -0.988
C -6.388 -0.253 -0.352
C -6.147 0.658 0.655
C -4.824 0.896 1.014
H -1.781 1.925 2.336
H -3.203 -1.161 -1.139
H -5.555 -1.628 -1.770
H -7.407 -0.453 -0.654
H -6.953 1.179 1.153
```

Computed properties:
Maximum force ... 0.0167 Eh/bohr
Relative energy (zero: lowest compared OMol25 entry of this formula, charge and spin) ... 5.0 kcal per mole
Spin multiplicity ... 6
M ... 686.25 g mol⁻¹
HOMO energy (spin up / spin down) ... -8.7 / -11.1 eV
LUMO level (spin up / spin down) ... -2.9 / -4.6 eV
Total charge ... +1
Orbital gap (spin up / spin down) ... 5.73 / 6.50 eV
Electronic energy ... -83743.5568 eV

Results of the Mulliken charge analysis, in e, for atoms 1 through 5:
1. Ru 0.8048
2. C -0.6763
3. C -0.9916
4. C -0.7891
5. C 1.0644

# 2
Molecular formula: C22H28BF12N3O11
Method: DFT, ωB97M-V/def2-TZVPD

XYZ file:
```
77
C22H28BF12N3O11 ωB97M-V/def2-TZVPD
N 0.850 -0.651 -0.096
C 1.198 0.437 -0.525
C 1.780 1.786 -1.223
B 2.569 2.761 -0.155
N 2.306 2.575 1.313
O 3.474 3.812 -0.644
C 0.684 2.559 -2.118
C 0.123 1.511 -3.203
N -0.061 0.737 -4.129
C -0.524 3.236 -1.292
C -1.942 2.487 -1.424
O -2.953 3.184 -1.802
O -2.197 1.110 -1.116
H 2.604 1.418 -1.962
H 2.809 3.374 1.766
H 1.289 2.804 1.419
H 2.875 4.507 -1.014
H 1.236 3.404 -2.679
H -0.325 3.391 -0.172
H -0.671 4.300 -1.740
H -2.331 1.081 -0.085
C 2.767 -3.420 1.284
C 3.594 -2.191 0.961
O 4.951 -2.366 1.400
C 5.765 -3.043 0.558
O 5.417 -3.493 -0.506
C 7.182 -3.110 1.125
F 7.202 -3.410 2.443
F 7.835 -1.931 0.993
F 7.947 -4.039 0.515
H 2.835 -3.660 2.349
H 1.719 -3.259 1.024
H 3.130 -4.293 0.737
H 3.196 -1.329 1.502
H 3.554 -1.948 -0.104
C -8.657 0.854 0.870
C -7.887 2.126 0.572
O -6.520 1.998 0.993
C -5.687 1.379 0.125
O -6.027 0.942 -0.946
C -4.264 1.358 0.676
F -4.214 1.026 1.986
F -3.665 2.563 0.573
F -3.459 0.463 0.025
H -8.567 0.590 1.927
H -9.714 0.976 0.624
H -8.262 0.013 0.298
H -8.315 2.956 1.139
H -7.947 2.395 -0.487
C 9.762 -0.010 2.138
C 10.832 0.476 1.181
O 10.646 1.868 0.880
C 11.158 2.744 1.777
O 11.740 2.420 2.783
C 10.934 4.179 1.308
F 9.685 4.381 0.828
F 11.785 4.524 0.314
F 11.111 5.084 2.293
H 8.766 0.204 1.741
H 9.853 -1.084 2.307
H 9.836 0.500 3.103
H 10.751 -0.064 0.235
H 11.837 0.291 1.572
C -9.876 -3.825 -3.812
C -9.480 -4.818 -2.737
O -9.037 -4.132 -1.556
C -10.008 -3.719 -0.710
O -11.188 -3.890 -0.896
C -9.396 -3.054 0.521
F -8.389 -2.206 0.208
F -8.877 -3.962 1.380
F -10.291 -2.333 1.227
H -9.057 -3.130 -4.014
H -10.138 -4.342 -4.738
H -10.733 -3.224 -3.497
H -8.638 -5.420 -3.087
H -10.296 -5.509 -2.507
```

Computed properties:
Maximum force ... 0.1904 Eh/bohr
M ... 749.26 g mol⁻¹
HOMO energy ... -10.5 eV
LUMO level ... -0.4 eV
Orbital gap ... 10.14 eV
Electronic energy ... -83543.9079 eV
SMILES string ... N#C[C@H](B(N)O)[C@@H](C#N)CC(=O)O.CCOC(=O)C(F)(F)F.CCOC(=O)C(F)(F)F.CCOC(=O)C(F)(F)F.CCOC(=O)C(F)(F)F

Results of the Mulliken charge analysis, in e, for atoms 1 through 5:
1. N -0.5202
2. C 0.0784
3. C 0.0794
4. B 0.4437
5. N -0.6064

# 3
Molecular formula: C3H2FFeO2
Method: DFT, ωB97M-V/def2-TZVPD

XYZ file:
```
9
C3H2FFeO2 ωB97M-V/def2-TZVPD
C 1.339 0.178 -0.046
C -1.085 0.319 0.179
O 0.513 1.022 0.445
O 0.731 -0.873 -0.553
C -0.647 -0.957 -0.227
H -1.701 0.469 1.070
F -1.587 1.147 -0.837
H -0.855 -1.810 0.421
Fe 3.292 0.504 -0.454
```

Computed properties:
Maximum force ... 0.0962 Eh/bohr
Relative energy (zero: lowest compared OMol25 entry of this formula, charge and spin) ... 13.2 kcal per mole
Spin multiplicity ... 6
M ... 144.89 g mol⁻¹
HOMO energy (spin up / spin down) ... -19.4 / -21.9 eV
LUMO level (spin up / spin down) ... -12.0 / -13.6 eV
Total charge ... +2
Orbital gap (spin up / spin down) ... 7.32 / 8.31 eV
Electronic energy ... -44317.1091 eV

Results of the Mulliken charge analysis, in e, for atoms 1 through 5:
1. C 0.8822
2. C 0.4486
3. O -0.2912
4. O -0.2047
5. C -0.2450

# 4
Molecular formula: C41H37F5HgP2S
Method: DFT, ωB97M-V/def2-TZVPD

XYZ file:
```
87
C41H37F5HgP2S ωB97M-V/def2-TZVPD
Hg -0.074 0.670 -1.519
C -1.982 0.973 -5.860
C -1.989 -0.353 -5.700
C -1.297 -1.284 -6.643
C 0.087 -0.832 -7.169
C 0.979 -0.011 -6.273
C 0.870 1.300 -6.079
C 0.017 2.138 -6.977
C -1.436 1.628 -7.089
C 1.053 0.448 0.332
H -2.520 1.659 -5.211
H -2.720 -0.835 -5.031
H -1.933 -1.443 -7.536
H -1.202 -2.274 -6.179
H 0.639 -1.756 -7.393
H -0.059 -0.341 -8.147
H 1.889 -0.551 -5.982
H 1.540 1.861 -5.438
H 0.438 2.158 -8.007
H 0.020 3.174 -6.603
H -2.052 2.511 -7.317
H -1.497 0.965 -7.968
H 0.919 1.334 0.960
H 2.120 0.207 0.194
H 0.552 -0.423 0.788
P -1.579 -0.768 -2.796
P 2.185 -0.061 -2.615
C -0.177 -1.369 -3.743
C 1.201 -1.135 -3.672
C -2.431 -2.180 -2.085
C -2.796 -3.246 -2.935
C -3.550 -4.300 -2.428
C -3.901 -4.318 -1.076
C -3.523 -3.272 -0.220
C -2.791 -2.200 -0.725
C -2.747 0.672 -2.896
C -2.267 2.015 -2.884
C -3.158 3.076 -2.886
C -4.533 2.832 -2.939
C -5.018 1.519 -2.910
C -4.133 0.444 -2.864
C 3.475 -1.024 -1.834
C 3.157 -2.271 -1.247
C 4.176 -3.092 -0.775
C 5.513 -2.689 -0.888
C 5.828 -1.432 -1.419
C 4.822 -0.599 -1.891
C 2.752 1.657 -2.782
C 2.600 2.561 -1.704
C 2.849 3.916 -1.871
C 3.263 4.396 -3.121
C 3.439 3.509 -4.188
C 3.287 2.136 -3.994
H -0.478 -2.184 -4.413
H 1.834 -1.760 -4.324
H -2.512 -3.224 -3.986
H -3.864 -5.106 -3.100
H -4.464 -5.163 -0.676
H -3.802 -3.286 0.834
H -2.513 -1.361 -0.083
H -1.183 2.228 -2.947
H -2.759 4.094 -2.861
H -5.219 3.674 -2.968
H -6.090 1.333 -2.917
H -4.519 -0.583 -2.851
H 2.113 -2.577 -1.166
H 3.929 -4.056 -0.325
H 6.314 -3.365 -0.585
H 6.870 -1.105 -1.475
H 5.059 0.385 -2.304
H 2.242 2.198 -0.738
H 2.708 4.606 -1.036
H 3.435 5.461 -3.263
H 3.671 3.887 -5.186
H 3.505 1.429 -4.799
F -0.355 0.280 6.576
C -0.764 0.484 5.312
C -0.818 1.783 4.798
F -0.498 2.837 5.584
C -1.181 1.990 3.473
F -1.186 3.244 2.973
C -1.549 0.914 2.613
S -2.086 1.198 1.048
C -1.459 -0.390 3.174
F -1.728 -1.465 2.385
C -1.084 -0.605 4.494
F -1.008 -1.864 4.986
```

Computed properties:
Maximum force ... 0.0588 Eh/bohr
Relative energy (zero: lowest compared OMol25 entry of this formula, charge and spin) ... 76.0 kcal per mole
M ... 919.34 g mol⁻¹
HOMO energy ... -5.8 eV
LUMO level ... -1.0 eV
Orbital gap ... 4.86 eV
Electronic energy ... -90283.8939 eV

Results of the Mulliken charge analysis, in e, for atoms 1 through 5:
1. Hg 1.2164
2. C -0.0549
3. C -0.7389
4. C -1.3831
5. C -1.3934

# 5
Molecular formula: C17H16BrClRu
Method: DFT, ωB97M-V/def2-TZVPD

XYZ file:
```
36
C17H16BrClRu ωB97M-V/def2-TZVPD
C -1.306 -1.621 -3.215
C -2.230 -2.549 -2.659
C -3.054 -1.831 -1.689
H -2.319 -3.592 -2.973
C -2.641 -0.441 -1.706
C -1.499 -0.338 -2.606
H -0.947 0.572 -2.884
H -0.659 -1.775 -4.058
H -3.882 -2.227 -1.142
H -3.155 0.400 -1.217
Ru -1.029 -1.754 -0.866
Br 1.050 -1.964 0.293
C 2.809 1.670 -1.343
C 1.827 2.354 -2.112
C 1.658 1.650 -3.355
H 1.296 3.244 -1.771
C 2.527 0.534 -3.349
C 3.239 0.540 -2.105
H 3.996 -0.190 -1.796
H 3.059 1.873 -0.319
H 1.011 1.966 -4.143
H 2.654 -0.165 -4.188
Cl 0.271 2.932 2.550
C 0.075 1.434 3.364
C 0.133 1.400 4.756
C -0.033 0.184 5.440
C -0.235 -0.993 4.719
C -0.391 -0.960 3.350
C -0.243 0.238 2.611
C -0.374 0.202 1.210
H 0.315 2.327 5.309
H 0.024 0.174 6.528
H -0.302 -1.940 5.249
H -0.625 -1.863 2.791
H -1.268 -0.294 0.783
H 0.249 0.804 0.543
```

Computed properties:
Maximum force ... 0.0532 Eh/bohr
Relative energy (zero: lowest compared OMol25 entry of this formula, charge and spin) ... 10.5 kcal per mole
Spin multiplicity ... 5
M ... 436.74 g mol⁻¹
HOMO energy (spin up / spin down) ... -7.0 / -8.2 eV
LUMO level (spin up / spin down) ... -1.0 / -1.7 eV
Orbital gap (spin up / spin down) ... 5.97 / 6.44 eV
Electronic energy ... -103029.5779 eV

Results of the Mulliken charge analysis, in e, for atoms 1 through 5:
1. C -0.0971
2. C -0.6494
3. C -0.4601
4. H 0.3821
5. C -0.5553

# 6
Molecular formula: C8H12N2S
Method: DFT, ωB97M-V/def2-TZVPD

XYZ file:
```
23
C8H12N2S ωB97M-V/def2-TZVPD
C 0.977 2.539 2.224
N 1.906 2.099 1.496
N 1.696 1.384 0.395
C 0.488 0.979 -0.232
C 0.463 1.319 -1.694
C 0.138 -0.537 -0.109
C 1.087 -1.440 0.023
S 0.360 -3.032 -0.076
C -1.288 -2.447 -0.074
C -2.296 -3.289 -0.311
C -1.271 -0.958 -0.151
H 1.284 3.080 3.038
H -0.137 2.240 2.229
H 2.465 1.592 -0.266
H -0.260 1.669 0.304
H 1.405 1.086 -2.168
H 0.323 2.366 -1.717
H -0.386 0.758 -2.192
H 2.023 -1.117 0.352
H -2.049 -4.228 -0.514
H -3.266 -2.940 -0.117
H -1.781 -0.414 0.614
H -1.879 -0.711 -1.053
```

Computed properties:
Maximum force ... 0.0824 Eh/bohr
Relative energy (zero: lowest compared OMol25 entry of this formula, charge and spin) ... 81.6 kcal per mole
M ... 168.27 g mol⁻¹
HOMO energy ... -7.6 eV
LUMO level ... 0.8 eV
Orbital gap ... 8.44 eV
Electronic energy ... -22302.3182 eV
SMILES string ... C=NN[C@@H](C)C1=CSC(=C)C1

Results of the Mulliken charge analysis, in e, for atoms 1 through 5:
1. C -0.3125
2. N -0.9071
3. N 0.3356
4. C 0.4186
5. C -1.5388